A structure of composition C52H58AsN6ORhS3SeSi2, computed with ωB97M-V with the def2-TZVPD basis set.

* frontier orbital gap (alpha / beta): 7.31 / 6.09 eV
* ⟨S²⟩: 6.023
* spin multiplicity: 5
* E_HOMO (alpha / beta): -0.2602 / -0.2697 Ha
* total charge: 0

Each line ends with the Mulliken spin population.
Element x y z (Å)
Rh1 1.1334 1.3990 0.5814  2.18
C1 5.4902 0.4532 -0.5166  0.01
Si1 4.0448 1.0267 -1.5798  -0.02
C2 4.7932 1.6875 -3.1693  0.01
C3 3.1205 -0.5377 -2.0612  0.04
C4 2.9999 2.2473 -0.6293  0.46
C5 3.5421 2.7951 0.6189  -0.17
C6 4.8533 3.2319 0.8832  0.02
C7 5.1426 3.8080 2.0996  0.00
C8 4.1378 3.9674 3.0595  0.02
C9 2.8769 3.5082 2.7480  0.00
N1 2.6102 2.9144 1.5806  0.03
Si2 1.8856 3.5436 -1.4084  0.05
C10 2.2891 3.8605 -3.2082  0.01
C11 0.0259 3.1575 -1.3498  0.08
C12 2.1183 5.1839 -0.5394  0.00
H1 5.8294 -0.5137 -0.8978  0.00
H2 5.2204 0.3273 0.5342  0.00
H3 6.3406 1.1360 -0.5610  0.00
H4 5.6566 1.0689 -3.4305  0.00
H5 5.1327 2.7209 -3.0814  0.00
H6 4.0899 1.6328 -4.0018  0.00
H7 3.3659 -1.3612 -1.3845  0.00
H8 3.3947 -0.8464 -3.0734  0.00
H9 2.0401 -0.4086 -2.0312  -0.03
H10 5.6120 3.1409 0.1194  0.00
H11 6.1463 4.1604 2.3038  0.00
H12 4.3293 4.4432 4.0104  0.00
H13 2.0432 3.5991 3.4354  0.00
H14 2.3176 2.9546 -3.8121  0.00
H15 3.2553 4.3597 -3.3034  0.00
H16 1.5249 4.5185 -3.6322  0.00
H17 -0.3805 3.0826 -2.3619  0.02
H18 -0.5169 3.9285 -0.8012  -0.01
H19 -0.2273 2.1897 -0.8861  -0.01
H20 3.1774 5.4511 -0.4972  0.00
H21 1.7275 5.1813 0.4785  0.00
H22 1.5949 5.9649 -1.0967  0.00
C13 -5.7298 -3.9139 3.1612  -0.01
C14 -4.8288 -2.9038 2.5055  0.07
C15 -5.3215 -1.9918 1.5790  -0.03
C16 -4.5099 -1.0348 0.9849  0.05
C17 -5.1096 -0.0953 -0.0240  0.03
C18 -3.1427 -0.9866 1.3327  0.06
Se1 -2.0397 0.3296 0.5322  0.72
C19 -2.6234 -1.9163 2.2570  -0.01
C20 -1.1850 -1.9388 2.6949  -0.01
C21 -3.4786 -2.8544 2.8209  -0.04
H23 -6.7435 -3.8561 2.7669  0.00
H24 -5.7756 -3.7501 4.2398  0.01
H25 -5.3612 -4.9290 3.0052  0.01
H26 -6.3711 -2.0265 1.3083  0.00
H27 -6.1836 -0.2600 -0.1028  0.00
H28 -4.6672 -0.2365 -1.0119  0.01
H29 -4.9283 0.9450 0.2494  0.00
H30 -0.5608 -1.3373 2.0407  0.02
H31 -0.8148 -2.9662 2.7165  0.01
H32 -1.0845 -1.5507 3.7104  0.00
H33 -3.0751 -3.5562 3.5441  0.00
C22 1.3740 -3.7912 0.3539  0.00
N2 2.0841 -2.7356 1.0702  0.00
C23 3.1253 -2.9897 1.8969  0.00
C24 3.7814 -2.0007 2.5318  0.00
C25 3.3081 -0.6667 2.3242  0.01
N3 2.2793 -0.4111 1.5277  0.03
C26 1.6848 -1.4286 0.8307  0.01
O1 0.8067 -1.1965 0.0117  0.06
N4 3.9157 0.3516 2.9364  0.00
H34 1.6756 -4.7514 0.7658  0.00
H35 1.5999 -3.7467 -0.7107  0.00
H36 0.3032 -3.6502 0.4827  0.00
H37 3.4013 -4.0299 2.0046  0.00
H38 4.6192 -2.2072 3.1781  0.00
H39 4.6090 0.1795 3.6413  0.00
H40 3.5510 1.2870 2.8322  0.00
S1 0.3613 -0.7889 6.5977  0.00
C27 -0.2282 0.2512 5.4483  0.01
S2 0.7561 0.9351 4.1995  0.00
C28 -0.6292 1.6886 3.4637  0.01
N5 -1.7252 1.4681 4.1071  0.01
N6 -1.4890 0.6842 5.2233  0.00
C29 -2.6642 0.2416 5.9112  0.00
C30 -3.7778 -0.0988 5.1561  0.01
C31 -4.9274 -0.5265 5.8005  0.00
C32 -4.9618 -0.6136 7.1862  0.00
C33 -3.8439 -0.2585 7.9267  0.00
C34 -2.6881 0.1757 7.2938  0.00
S3 -0.5388 2.6267 2.0089  0.25
H41 -3.7430 -0.0111 4.0795  0.00
H42 -5.7969 -0.7904 5.2128  0.00
H43 -5.8601 -0.9491 7.6876  0.00
H44 -3.8675 -0.3134 9.0070  0.00
H45 -1.8153 0.4553 7.8647  0.00
C35 -4.9895 0.6622 -4.3972  0.00
C36 -4.3815 1.4907 -3.4676  0.01
C37 -3.1068 1.1915 -2.9985  0.01
C38 -2.4298 0.0723 -3.4697  0.00
C39 -3.0441 -0.7546 -4.4076  0.00
C40 -4.3202 -0.4638 -4.8646  0.00
As1 -0.5973 -0.2254 -2.8310  0.02
C41 0.2674 0.0809 -4.5563  0.02
C42 0.4669 1.2953 -5.1931  0.00
C43 1.1480 1.3323 -6.4028  0.00
C44 1.6321 0.1560 -6.9658  0.00
C45 1.4233 -1.0627 -6.3371  0.00
C46 0.7332 -1.1062 -5.1306  0.00
C47 0.3735 -2.3322 -4.3809  0.00
C48 0.6870 -3.6383 -4.7465  0.00
C49 0.2157 -4.6990 -3.9876  0.00
C50 -0.5663 -4.4696 -2.8587  0.00
C51 -0.8546 -3.1685 -2.4690  0.00
C52 -0.3861 -2.1084 -3.2306  -0.02
H46 -5.9854 0.8880 -4.7560  0.00
H47 -4.9007 2.3638 -3.0938  0.00
H48 -2.6507 1.8263 -2.2476  -0.01
H49 -2.5254 -1.6293 -4.7825  0.00
H50 -4.7924 -1.1133 -5.5906  0.00
H51 0.0929 2.2137 -4.7562  0.00
H52 1.3034 2.2776 -6.9065  0.00
H53 2.1693 0.1898 -7.9048  0.00
H54 1.7926 -1.9729 -6.7933  0.00
H55 1.2850 -3.8327 -5.6285  0.00
H56 0.4513 -5.7138 -4.2819  0.00
H57 -0.9465 -5.3051 -2.2842  0.00
H58 -1.4467 -2.9806 -1.5801  0.01

***

A structure of composition C52H58N9O9S3Si2Ti, computed with ωB97M-V with the def2-TZVPD basis set.

* frontier orbital gap (alpha / beta): 5.79 / 6.18 eV
* ⟨S²⟩: 0.779
* spin multiplicity: 2
* E_HOMO (alpha / beta): -0.0744 / -0.0889 Ha
* total charge: -2

Each line ends with the Mulliken spin population.
Element x y z (Å)
Ti1 -0.0930 -0.2548 0.1209  -0.04
S1 2.0742 -1.1363 1.0530  0.00
C1 3.0478 -0.6708 -0.3311  -0.12
N1 4.2954 -1.0848 -0.3615  0.32
N2 5.0178 -0.6505 -1.4556  0.03
C2 6.0001 -1.4486 -1.9735  -0.02
C3 6.4069 -2.6366 -1.3474  0.03
C4 7.4273 -3.3941 -1.8969  -0.01
C5 8.0650 -3.0137 -3.0716  0.02
C6 7.6554 -1.8396 -3.6963  -0.01
C7 6.6459 -1.0637 -3.1605  0.02
N3 2.5665 0.0702 -1.3573  0.34
N4 1.3027 0.4799 -1.3235  0.30
C8 0.9003 0.9915 -2.5785  -0.08
C9 1.6319 0.7594 -3.7520  0.10
C10 1.1839 1.2447 -4.9671  -0.03
C11 -0.0022 1.9623 -5.0587  0.06
C12 -0.7296 2.1949 -3.9013  -0.05
C13 -0.2801 1.7279 -2.6766  0.06
H1 4.5292 -0.0161 -2.0776  0.00
H2 5.8999 -2.9420 -0.4442  0.01
H3 7.7213 -4.3119 -1.3999  0.00
H4 8.8549 -3.6198 -3.4962  0.00
H5 8.1312 -1.5223 -4.6173  0.00
H6 6.3374 -0.1490 -3.6544  0.00
H7 2.5386 0.1788 -3.6967  0.01
H8 1.7679 1.0473 -5.8583  0.00
H9 -0.3543 2.3290 -6.0148  0.00
H10 -1.6601 2.7500 -3.9432  0.00
H11 -0.8537 1.9233 -1.7814  0.00
C14 -2.0291 3.0507 1.0148  0.00
Si1 -2.9507 1.6825 0.1612  0.00
C15 -3.6951 2.5347 -1.3792  0.00
C16 -4.3904 1.1447 1.2402  0.00
N5 -1.9351 0.3380 -0.3921  0.00
C17 -2.4643 -0.4440 -1.4312  0.00
C18 -3.8025 -0.4572 -1.8280  0.00
C19 -4.2243 -1.1292 -2.9706  0.00
C20 -3.2895 -1.8113 -3.7328  0.00
C21 -1.9764 -1.9019 -3.2917  0.01
C22 -1.5613 -1.3226 -2.0841  0.00
N6 -0.3529 -1.5676 -1.4510  0.02
Si2 0.4714 -3.0325 -1.9452  -0.01
C23 1.7211 -3.7968 -0.7854  0.00
C24 -0.8172 -4.4201 -2.1635  0.00
C25 1.4200 -2.7999 -3.5546  0.01
H12 -2.7241 3.8954 1.0876  0.00
H13 -1.1563 3.3829 0.4479  0.00
H14 -1.7026 2.7786 2.0147  0.00
H15 -3.6360 3.6176 -1.2381  0.00
H16 -4.7447 2.2758 -1.5301  0.00
H17 -3.1710 2.2809 -2.3015  0.00
H18 -5.2587 1.7767 1.0311  0.00
H19 -4.1224 1.2240 2.2936  0.00
H20 -4.6718 0.1054 1.0600  0.00
H21 -4.5297 0.0879 -1.2415  0.00
H22 -5.2669 -1.0950 -3.2639  0.00
H23 -3.5770 -2.2906 -4.6614  0.00
H24 -1.2649 -2.4669 -3.8777  0.00
H25 1.3403 -3.9187 0.2281  0.00
H26 2.6568 -3.2475 -0.7204  0.00
H27 1.9315 -4.7881 -1.2049  0.00
H28 -1.8070 -4.1235 -1.8115  0.00
H29 -0.4975 -5.2999 -1.5983  0.00
H30 -0.9271 -4.7204 -3.2077  0.00
H31 2.3011 -2.1782 -3.3799  0.00
H32 0.8350 -2.3242 -4.3430  0.00
H33 1.7646 -3.7733 -3.9178  0.00
O1 -1.0401 1.5026 7.1231  0.00
C26 0.1882 1.0643 6.9659  0.00
O2 1.0142 1.1036 7.8605  0.00
C27 0.5414 0.4828 5.6417  0.00
C28 1.8167 0.0527 5.3384  0.00
N7 1.7755 -0.4301 4.0846  0.00
N8 0.5602 -0.3361 3.5435  0.00
C29 -0.2056 0.2288 4.4590  0.00
C30 -1.6286 0.5743 4.0831  0.00
O3 -2.3151 1.1750 4.9545  0.00
O4 -1.9954 0.2357 2.9444  0.00
H34 -1.6069 1.3631 6.2552  0.00
H35 2.7104 0.0674 5.9367  0.00
H36 2.5254 -0.7685 3.4947  0.00
O5 -0.8285 -1.8504 1.1882  0.00
S2 -1.3400 -2.1658 2.5881  0.00
C31 -3.0699 -2.5367 2.3059  0.00
C32 -3.5706 -2.5033 1.0198  0.00
C33 -4.9156 -2.7839 0.8159  0.00
C34 -5.7345 -3.0887 1.8926  0.00
C35 -5.2147 -3.1082 3.1827  0.00
C36 -3.8759 -2.8256 3.3962  0.00
C37 -0.8143 -3.8746 2.7412  0.00
C38 -0.8360 -4.7432 1.6599  0.00
C39 -0.4148 -6.0486 1.8383  0.00
C40 0.0181 -6.4784 3.0896  0.00
C41 0.0421 -5.6007 4.1617  0.00
C42 -0.3691 -4.2841 3.9864  0.00
H37 -2.9228 -2.2481 0.1930  0.00
H38 -5.3129 -2.7457 -0.1909  0.00
H39 -6.7845 -3.2996 1.7320  0.00
H40 -5.8577 -3.3280 4.0256  0.00
H41 -3.4667 -2.8127 4.3995  0.00
H42 -1.1639 -4.3871 0.6909  0.00
H43 -0.4152 -6.7315 0.9982  0.00
H44 0.3505 -7.5005 3.2219  0.00
H45 0.3971 -5.9315 5.1292  0.00
H46 -0.3288 -3.5729 4.8033  0.00
C43 -2.8998 7.0279 -0.2338  0.00
C44 -1.5141 6.5205 -0.5227  0.00
C45 -0.4353 6.8837 0.2742  0.00
C46 0.8350 6.3769 0.0337  0.00
C47 1.0224 5.4867 -1.0122  0.00
C48 -0.0380 5.1318 -1.8367  0.00
C49 -1.2946 5.6516 -1.5894  0.00
S3 2.5942 4.7095 -1.2625  0.00
O6 2.6561 4.3039 -2.6345  0.00
O7 3.5915 5.5769 -0.6954  0.00
N9 2.5569 3.3723 -0.3436  0.00
C50 2.6631 3.5592 1.1098  0.00
C51 2.3943 2.2601 1.8546  -0.01
C52 0.8960 2.0484 2.0031  0.01
O8 0.3017 2.5565 2.9292  0.00
O9 0.3368 1.3310 1.0608  0.00
H47 -2.8919 7.7661 0.5675  0.00
H48 -3.5510 6.2062 0.0719  0.00
H49 -3.3436 7.4864 -1.1194  0.00
H50 -0.5915 7.5604 1.1058  0.00
H51 1.6758 6.6590 0.6522  0.00
H52 0.1329 4.4458 -2.6556  0.00
H53 -2.1252 5.3587 -2.2217  0.00
H54 1.9064 2.6591 -0.6685  0.02
H55 1.9535 4.3130 1.4732  0.00
H56 3.6698 3.9186 1.3135  0.00
H57 2.7831 2.3816 2.8668  0.00
H58 2.8796 1.4114 1.3728  0.02

***

A structure of composition C52H59CaGeN5O at a distorted geometry, computed with ωB97M-V with the def2-TZVPD basis set.

* frontier orbital gap (alpha / beta): 5.35 / 5.42 eV
* ⟨S²⟩: 0.776
* spin multiplicity: 2
* E_HOMO (alpha / beta): -0.3128 / -0.3152 Ha
* total charge: +1

Each line ends with the Mulliken spin population.
Element x y z (Å)
Ca1 -1.1160 1.4304 0.4992  0.78
O1 -2.6468 2.6430 1.7118  0.00
C1 -2.3128 3.9262 1.2081  0.00
C2 -1.7972 4.8017 2.3474  0.00
C3 -0.7966 4.1149 3.2822  0.00
C4 0.4949 3.7402 2.6063  0.01
C5 1.6664 4.4466 2.8693  0.00
C6 2.8440 4.0551 2.2384  0.00
C7 2.8216 2.9755 1.3652  0.00
C8 1.6154 2.3294 1.1580  0.00
N1 0.4589 2.6871 1.7559  0.04
H1 -3.7954 2.2292 0.9571  -0.01
H2 -3.2065 4.3793 0.7674  0.00
H3 -1.5677 3.8101 0.4163  0.01
H4 -2.6577 5.0968 2.9618  0.00
H5 -1.3719 5.7237 1.9339  0.00
H6 -1.2351 3.2133 3.7279  0.00
H7 -0.5886 4.7862 4.1251  0.00
H8 1.6696 5.2832 3.5598  0.00
H9 3.7716 4.5856 2.4326  0.00
H10 3.7213 2.6429 0.8600  0.00
H11 1.5416 1.4785 0.4870  0.01
N2 -2.5355 2.7539 -0.8243  0.05
C9 -1.8026 3.6830 -1.5805  -0.03
C10 -2.4912 4.5567 -2.4336  0.00
C11 -1.7939 5.4253 -3.2665  0.00
C12 -0.4027 5.4050 -3.2728  0.00
C13 0.3017 4.5066 -2.4542  0.01
C14 1.7037 4.4737 -2.4656  0.00
C15 2.3859 3.5786 -1.6526  0.00
C16 1.6401 2.7398 -0.8512  0.00
N3 0.2917 2.7421 -0.8125  0.05
C17 -0.3884 3.6149 -1.6014  0.03
H12 -3.4533 3.0404 -0.4535  0.02
H13 -2.9317 1.9642 -1.3540  0.07
H14 -3.5774 4.5690 -2.4442  0.00
H15 -2.3329 6.1135 -3.9123  0.00
H16 0.1321 6.0901 -3.9270  0.00
H17 2.2696 5.1455 -3.1058  0.00
H18 3.4686 3.5377 -1.6438  0.00
H19 2.1168 2.0192 -0.1933  0.00
C18 1.8805 -3.3457 5.2125  0.00
C19 2.7669 -2.4525 4.3177  0.00
C20 3.6602 -1.5661 5.2124  0.00
C21 3.7041 -3.3897 3.5228  0.00
C22 1.8771 -1.5627 3.4336  0.00
C23 0.9781 -0.6637 4.0181  0.00
C24 0.1876 0.1268 3.2054  -0.06
N4 0.2245 0.0899 1.8610  -0.08
C25 1.0846 -0.7702 1.2508  -0.01
C26 1.9129 -1.5984 2.0263  -0.01
C27 1.0846 -0.7702 -0.2524  -0.01
C28 1.9128 -1.5984 -1.0280  0.00
C29 1.8771 -1.5626 -2.4352  0.00
C30 0.9781 -0.6637 -3.0196  0.00
C31 0.1876 0.1268 -2.2070  0.06
N5 0.2245 0.0899 -0.8626  0.04
C32 2.7669 -2.4525 -3.3193  0.00
C33 3.6602 -1.5660 -4.2140  0.00
C34 1.8805 -3.3457 -4.2141  0.00
C35 3.7040 -3.3897 -2.5244  0.00
H20 2.4903 -4.0150 5.8308  0.00
H21 1.2104 -3.9683 4.6078  0.00
H22 1.2568 -2.7587 5.8956  0.00
H23 4.3295 -2.1758 5.8307  0.00
H24 3.0733 -0.9423 5.8955  0.00
H25 4.2828 -0.8960 4.6077  0.00
H26 4.3157 -4.0013 4.1970  0.00
H27 4.3947 -2.8246 2.8860  0.00
H28 3.1389 -4.0803 2.8860  0.00
H29 0.8822 -0.5677 5.0944  0.00
H30 -0.5201 0.8345 3.6269  0.01
H31 2.5932 -2.2788 1.5333  0.00
H32 2.5932 -2.2788 -0.5349  0.00
H33 0.8821 -0.5677 -4.0960  0.00
H34 -0.5201 0.8345 -2.6285  -0.09
H35 3.0733 -0.9422 -4.8971  0.00
H36 4.3295 -2.1757 -4.8323  0.00
H37 4.2828 -0.8960 -3.6093  0.00
H38 1.2568 -2.7587 -4.8972  0.00
H39 1.2104 -3.9683 -3.6095  0.00
H40 2.4903 -4.0149 -4.8324  0.00
H41 4.3946 -2.8246 -1.8876  0.00
H42 4.3157 -4.0013 -3.1986  0.00
H43 3.1389 -4.0803 -1.8876  0.00
C36 -3.6045 0.8372 -2.5948  0.06
Ge1 -2.8171 -0.2707 -1.2019  -0.30
C37 -4.2371 -1.0250 -0.1498  0.11
C38 -5.1756 -1.8747 -0.7482  0.01
C39 -6.2079 -2.4264 0.0172  0.00
C40 -6.3037 -2.1299 1.3806  0.00
C41 -5.3670 -1.2813 1.9794  0.01
C42 -4.3340 -0.7287 1.2153  -0.10
C43 -1.7526 -1.7159 -1.9398  0.07
C44 -1.6827 -1.8322 -3.3356  0.02
C45 -0.9410 -2.8518 -3.9308  -0.01
C46 -0.2555 -3.7741 -3.1434  0.03
C47 -0.3050 -3.6835 -1.7458  -0.02
C48 0.3890 -4.6162 -0.9588  0.01
C49 0.3462 -4.5324 0.4329  0.00
C50 -0.3863 -3.5196 1.0509  0.01
C51 -1.0828 -2.5832 0.2831  0.02
C52 -1.0571 -2.6477 -1.1263  -0.06
H44 -4.2655 0.2161 -3.2336  0.01
H45 -2.7993 1.2833 -3.2138  -0.01
H46 -4.2012 1.6465 -2.1265  0.01
H47 -5.1063 -2.1090 -1.8030  0.00
H48 -6.9328 -3.0834 -0.4457  0.00
H49 -7.1027 -2.5573 1.9725  0.00
H50 -5.4413 -1.0522 3.0345  0.00
H51 -3.6118 -0.0731 1.6850  -0.11
H52 -2.2058 -1.1326 -3.9727  0.00
H53 -0.8983 -2.9276 -5.0098  0.00
H54 0.3143 -4.5588 -3.6271  0.00
H55 0.9646 -5.4097 -1.4207  0.00
H56 0.8834 -5.2542 1.0345  0.00
H57 -0.4146 -3.4588 2.1313  0.00
H58 -1.6330 -1.8163 0.8070  -0.03
H59 -2.3317 0.2147 1.7149  0.39

***

In the order shown, the computed energy relative to the best compared isomer or geometry (same formula, charge and spin) values come out to 0.0; 11.3; 0.0 kcal/mol.
In the order shown, the computed DFT total energy values come out to -8941.4657; -5809.6802; -5119.8994 hartree.